Entry 1:
# C3H2N2O3

A structure of composition C3H2N2O3 at a distorted geometry (the ωB97M-V functional and the def2-TZVPD basis, OMol25).

Summary:
Calculated total energy ... -450.60498 hartree
E_HOMO ... -10.377 eV
LUMO ... -1.7 eV
Gap between HOMO and LUMO ... 8.659 eV
Largest force on an atom ... 11.10 eV/Å
Relative energy (zero: lowest compared OMol25 entry of this formula, charge and spin) ... 520.6 kJ/mol

```
! wB97M-V def2-TZVPD RIJCOSX def2/J DEFGRID3
* xyz 0 1
C 0.9513 0.6436 -0.4820
C -0.8554 0.0294 -1.2074
C -0.6801 -0.5286 0.1710
H 0.3829 0.2118 2.4317
H 2.1339 0.5261 -0.7157
N 0.2374 0.2640 0.7317
N 0.1919 0.6470 -1.5579
O 0.8369 -0.3059 1.8319
O -1.9453 -0.0062 -1.9011
O -1.2536 -1.4813 0.6978
*
```


Entry 2:
# C3H2N2O4

A cluster of 2 separate species, C3H2N2O4 in total at a distorted geometry (the ωB97M-V functional and the def2-TZVPD basis, OMol25).

Summary:
Calculated total energy ... -525.83350 hartree
Structure (SMILES) ... O=NCC#[N+][O-].O=C=O
E_HOMO ... -9.402 eV
LUMO ... -0.4 eV
Gap between HOMO and LUMO ... 9.000 eV
Largest force on an atom ... 2.50 eV/Å
Relative energy (zero: lowest compared OMol25 entry of this formula, charge and spin) ... 297.2 kJ/mol

```
! wB97M-V def2-TZVPD RIJCOSX def2/J DEFGRID3
* xyz 0 1
O -2.4238 -0.4889 1.0874
N -2.5656 0.0018 0.0267
C -1.2811 0.5187 -0.6054
C -0.3308 1.0296 0.2925
N 0.5273 1.3748 0.9711
O 1.4086 1.8524 1.6085
H -1.6856 1.1664 -1.4220
H -0.8198 -0.4451 -0.9507
O 3.3207 -2.3241 -0.1107
C 2.3891 -1.6594 -0.3365
O 1.4610 -1.0263 -0.5609
*
```


Entry 3:
# C3H2N2O4

An isolated molecule of C3H2N2O4 at a distorted geometry (the ωB97M-V functional and the def2-TZVPD basis, OMol25).

Summary:
Calculated total energy ... -525.90993 hartree
Structure (SMILES) ... O=C1NC=NOC(=O)O1
E_HOMO ... -11.294 eV
LUMO ... 0.1 eV
Gap between HOMO and LUMO ... 11.370 eV
Largest force on an atom ... 4.12 eV/Å
Relative energy (zero: lowest compared OMol25 entry of this formula, charge and spin) ... 96.6 kJ/mol

```
! wB97M-V def2-TZVPD RIJCOSX def2/J DEFGRID3
* xyz 0 1
O -2.1206 -1.3692 -0.0001
C -1.2504 -0.6002 -0.0027
N -1.2387 0.7490 0.5808
C -0.5528 1.7421 -0.2168
N 0.7173 1.8183 -0.3234
O 1.3495 0.7065 0.4144
C 1.1881 -0.6129 -0.0421
O 2.0735 -1.3557 0.0923
O 0.0295 -1.0729 -0.4569
H -2.2199 1.0479 0.3282
H -1.0942 2.5382 -0.9594
*
```


Entry 4:
# C3H2N2OS

An isolated molecule of C3H2N2OS at a distorted geometry (the ωB97M-V functional and the def2-TZVPD basis, OMol25).

Summary:
Calculated total energy ... -698.39130 hartree
Structure (SMILES) ... C=NSC(=O)C#N
E_HOMO ... -10.244 eV
LUMO ... -0.5 eV
Gap between HOMO and LUMO ... 9.778 eV
Largest force on an atom ... 2.70 eV/Å
Relative energy (zero: lowest compared OMol25 entry of this formula, charge and spin) ... 130.9 kJ/mol

```
! wB97M-V def2-TZVPD RIJCOSX def2/J DEFGRID3
* xyz 0 1
C -1.7277 -0.3409 1.0170
N -0.6540 -0.3215 0.3632
S 0.0411 1.2510 0.3060
C 1.4697 0.7872 -0.5999
O 2.4596 1.4660 -0.6336
C 1.3673 -0.5272 -1.2345
N 1.4136 -1.5118 -1.8559
H -2.2154 -1.2903 1.0945
H -2.1543 0.4875 1.5431
*
```


Entry 5:
# C3H2N2OS2

An isolated molecule of C3H2N2OS2 at a distorted geometry (the ωB97M-V functional and the def2-TZVPD basis, OMol25).

Summary:
Calculated total energy ... -1096.62900 hartree
Structure (SMILES) ... N#C[C@@H]1SNC(=O)S1
E_HOMO ... -9.717 eV
LUMO ... 0.0 eV
Gap between HOMO and LUMO ... 9.762 eV
Largest force on an atom ... 1.00 eV/Å
Relative energy (zero: lowest compared OMol25 entry of this formula, charge and spin) ... 0.0 kJ/mol

```
! wB97M-V def2-TZVPD RIJCOSX def2/J DEFGRID3
* xyz 0 1
N 0.4372 2.8516 0.3993
C -0.0886 1.9256 -0.0333
C -0.7688 0.7393 -0.5636
S -1.4507 -0.3547 0.7342
N 0.0004 -1.2538 0.8828
C 0.8699 -1.3274 -0.1935
O 1.8788 -1.9731 -0.2148
S 0.3268 -0.2966 -1.5777
H -1.6218 1.0641 -1.2154
H 0.4168 -1.3751 1.7820
*
```


Entry 6:
# C3H2N2S

An isolated molecule of C3H2N2S at a distorted geometry (the ωB97M-V functional and the def2-TZVPD basis, OMol25).

Summary:
Calculated total energy ... -623.00320 hartree
Structure (SMILES) ... C=C=C=NN=S
E_HOMO ... -8.099 eV
LUMO ... -1.0 eV
Gap between HOMO and LUMO ... 7.066 eV
Largest force on an atom ... 3.31 eV/Å
Relative energy (zero: lowest compared OMol25 entry of this formula, charge and spin) ... 446.1 kJ/mol

```
! wB97M-V def2-TZVPD RIJCOSX def2/J DEFGRID3
* xyz 0 1
C 1.2240 0.0582 -1.7505
C 0.8710 -0.1658 -0.5087
C 0.2545 -0.1087 0.6011
N -0.6452 -0.2206 1.4037
N -1.4999 0.2319 2.1771
S -2.9680 -0.0895 2.4539
H 0.7535 0.9814 -2.1026
H 2.0100 -0.6869 -2.2741
*
```


Entry 7:
# C3H2N2S

An isolated molecule of C3H2N2S at a distorted geometry (the ωB97M-V functional and the def2-TZVPD basis, OMol25).

Summary:
Calculated total energy ... -623.10553 hartree
Structure (SMILES) ... N#CC(S)C#N
E_HOMO ... -10.853 eV
LUMO ... -0.2 eV
Gap between HOMO and LUMO ... 10.649 eV
Largest force on an atom ... 16.09 eV/Å
Relative energy (zero: lowest compared OMol25 entry of this formula, charge and spin) ... 177.4 kJ/mol

```
! wB97M-V def2-TZVPD RIJCOSX def2/J DEFGRID3
* xyz 0 1
N 1.4813 1.9887 -0.1615
C 0.8324 0.9900 0.0609
C -0.0789 -0.0829 0.4090
S -1.8057 -0.0063 -0.0539
C 0.6444 -1.1365 0.0563
N 1.6765 -1.8058 -0.1998
H -0.0098 0.0715 1.5851
H -1.5907 0.1256 -1.3511
*
```


Entry 8:
# C3H2N3

The ion C3H2N3 with charge +1 at a distorted geometry (the ωB97M-V functional and the def2-TZVPD basis, OMol25).

Summary:
Calculated total energy ... -279.23948 hartree
E_HOMO (alpha / beta) ... -16.256 / -16.255 eV
LUMO (alpha / beta) ... -8.0 / -8.0 eV
Gap between HOMO and LUMO (alpha / beta) ... 8.214 / 8.214 eV
Largest force on an atom ... 2.11 eV/Å
Relative energy (zero: lowest compared OMol25 entry of this formula, charge and spin) ... 32.2 kJ/mol

```
! wB97M-V def2-TZVPD RIJCOSX def2/J DEFGRID3
* xyz 1 1
C 2.8571 0.0097 0.0022
C -0.3127 -1.8099 0.0182
C -0.5382 0.6467 0.0147
N 1.7591 0.4295 -0.0175
N 0.6325 0.9985 0.0038
N -1.0079 -0.8112 -0.0172
H -1.3542 1.3506 0.0740
H -2.0359 -0.8138 -0.0783
*
```


Entry 9:
# C3H2N4

A cluster of 2 separate species, C3H2N4 in total at a distorted geometry (the ωB97M-V functional and the def2-TZVPD basis, OMol25).

Summary:
Calculated total energy ... -334.52492 hartree
Structure (SMILES) ... N#CC=C=N.N#N
E_HOMO ... -9.801 eV
LUMO ... 0.6 eV
Gap between HOMO and LUMO ... 10.397 eV
Largest force on an atom ... 1.88 eV/Å
Relative energy (zero: lowest compared OMol25 entry of this formula, charge and spin) ... 0.5 kJ/mol

```
! wB97M-V def2-TZVPD RIJCOSX def2/J DEFGRID3
* xyz 0 1
N 2.5800 0.0423 0.6998
C 1.7119 -0.2823 0.0024
C 0.6471 -0.7011 -0.8485
C -0.6027 -0.6832 -0.4146
N -1.7564 -0.5612 -0.0528
H 0.8652 -1.0566 -1.8489
H -2.1941 -1.3340 0.4439
N -1.0411 2.2025 1.3608
N -0.2100 2.3734 0.6578
*
```


Entry 10:
# C3H2N4O

An isolated molecule of C3H2N4O at a distorted geometry (the ωB97M-V functional and the def2-TZVPD basis, OMol25).

Summary:
Calculated total energy ... -409.54250 hartree
Structure (SMILES) ... O=c1ccnnnn1
E_HOMO ... -10.081 eV
LUMO ... -1.8 eV
Gap between HOMO and LUMO ... 8.265 eV
Largest force on an atom ... 12.20 eV/Å
Relative energy (zero: lowest compared OMol25 entry of this formula, charge and spin) ... 487.5 kJ/mol

```
! wB97M-V def2-TZVPD RIJCOSX def2/J DEFGRID3
* xyz 0 1
O -2.2814 -1.0845 0.0451
C -1.1532 -0.4577 -0.0763
C -0.2689 -0.3701 0.8999
C 1.0116 0.0190 0.6011
N 1.5945 -0.1376 -0.6037
N 1.1440 0.3336 -1.6638
N -0.0035 1.0943 -1.5577
N -1.2219 0.7935 -1.0531
H -0.3463 -0.5037 2.0035
H 1.5251 0.3131 1.4049
*
```


Entry 11:
# C3H2N4O

An isolated molecule of C3H2N4O at a distorted geometry (the ωB97M-V functional and the def2-TZVPD basis, OMol25).

Summary:
Calculated total energy ... -409.61753 hartree
Structure (SMILES) ... O=c1cncnnn1
E_HOMO ... -10.267 eV
LUMO ... -1.3 eV
Gap between HOMO and LUMO ... 8.988 eV
Largest force on an atom ... 6.34 eV/Å
Relative energy (zero: lowest compared OMol25 entry of this formula, charge and spin) ... 290.5 kJ/mol

```
! wB97M-V def2-TZVPD RIJCOSX def2/J DEFGRID3
* xyz 0 1
O -1.9347 0.8853 0.0207
C -0.9347 0.3984 -0.5127
C 0.3321 1.0199 -0.4161
N 1.2382 0.7041 0.5636
C 0.8002 -0.5717 1.0201
N 0.1356 -1.5179 0.4567
N -0.1962 -1.6217 -0.9345
N -0.8766 -0.7416 -1.3362
H 0.3391 1.9670 -0.8999
H 1.0970 -0.5218 2.0383
*
```


Entry 12:
# C3H2N4O

An isolated molecule of C3H2N4O at a distorted geometry (the ωB97M-V functional and the def2-TZVPD basis, OMol25).

Summary:
Calculated total energy ... -409.65997 hartree
Structure (SMILES) ... O=c1nccnnn1
E_HOMO ... -10.150 eV
LUMO ... -1.5 eV
Gap between HOMO and LUMO ... 8.604 eV
Largest force on an atom ... 5.11 eV/Å
Relative energy (zero: lowest compared OMol25 entry of this formula, charge and spin) ... 179.1 kJ/mol

```
! wB97M-V def2-TZVPD RIJCOSX def2/J DEFGRID3
* xyz 0 1
O 2.2790 -0.3016 0.7583
C 1.3835 -0.3420 -0.0444
N 0.9709 0.7906 -0.6622
C -0.2975 1.1198 -0.3668
C -1.1010 0.2815 0.4630
N -1.1284 -1.0295 0.4170
N -0.3646 -1.7674 -0.4100
N 0.8124 -1.5229 -0.5846
H -0.7259 2.0390 -0.7100
H -1.8283 0.7325 1.1396
*
```